Entry 1:
Below is a structure of composition C6H8LiNaO6, with properties calculated with ωB97M-V/def2-TZVPD.

Computed properties:
Charge: 0
Highest occupied orbital energy in eV: -6.954

Structure (XYZ):
```
22
C6H8LiNaO6 (ωB97M-V/def2-TZVPD)
Na 0.17 1.99 0.19
O 0.26 -0.23 0.33
O 2.45 -1.31 -0.39
C 3.35 -0.66 0.51
C 3.22 0.81 0.11
O 2.01 0.82 -0.68
C 1.43 -0.47 -0.76
H 3.06 -0.84 1.56
H 4.36 -1.06 0.35
H 4.03 1.17 -0.53
H 3.14 1.48 0.98
Li -0.32 -1.39 -1.64
O -1.24 -1.81 -0.02
O -2.31 -0.42 1.27
C -3.47 -0.15 0.48
C -2.95 0.64 -0.75
O -1.49 0.69 -0.23
C -1.21 -0.60 0.40
H -3.94 -1.10 0.17
H -4.10 0.50 1.10
H -3.12 1.73 -0.74
H -3.33 0.22 -1.70
```

Entry 2:
Below is a structure of composition C6H8LuOP, with properties calculated with ωB97M-V/def2-TZVPD.

Computed properties:
Charge: 0
Highest occupied orbital energy (spin up / spin down) in eV: -5.067 / -4.830

Structure (XYZ):
```
17
C6H8LuOP (ωB97M-V/def2-TZVPD)
C -0.40 0.23 -2.29
C -1.19 1.25 -1.69
C -0.32 2.22 -1.10
C 1.04 1.81 -1.35
C 1.01 0.58 -2.07
Lu 0.06 0.08 0.04
P -0.07 -2.61 0.48
H -0.76 -0.61 -2.88
H -2.28 1.30 -1.71
H -0.62 3.14 -0.60
H 1.86 0.04 -2.47
H 1.94 2.36 -1.07
H 1.04 -3.41 0.01
H -1.14 -3.36 -0.12
H -0.16 -3.11 1.82
O -0.01 0.02 3.67
C 0.00 0.05 2.51
```

Entry 3:
Below is the ion C6H8N with charge +1, with properties calculated with ωB97M-V/def2-TZVPD.

Computed properties:
Charge: +1
Highest occupied orbital energy (spin up / spin down) in eV: -12.946 / -12.946

Structure (XYZ):
```
15
C6H8N (ωB97M-V/def2-TZVPD)
C -0.57 -0.17 -0.81
C 0.52 0.44 -0.76
C -1.51 -0.95 -0.49
C 1.94 0.54 -1.07
C -1.89 -1.03 1.07
C 3.27 1.01 -1.25
N -1.97 0.23 1.73
H -2.29 -1.42 -1.15
H -2.89 -1.41 1.06
H -1.17 -1.71 1.51
H 3.43 2.07 -0.78
H 3.40 0.88 -2.30
H 3.96 0.21 -0.81
H -1.47 0.57 2.55
H -2.77 0.75 1.51
```

Entry 4:
Below is the ion C6H8N with charge +1, with properties calculated with ωB97M-V/def2-TZVPD.

Computed properties:
Charge: +1
SMILES: [NH2+]=C=C1CC12CC2
Highest occupied orbital energy in eV: -14.704

Structure (XYZ):
```
15
C6H8N (ωB97M-V/def2-TZVPD)
N 0.89 -0.59 -2.62
C 0.10 -0.85 -1.71
C -0.69 -0.87 -0.72
C -1.21 -1.40 0.58
C -0.45 -0.15 0.60
C 0.86 0.47 1.09
C -0.41 1.26 1.04
H 0.48 -0.12 -3.39
H 1.88 -1.02 -2.67
H -2.38 -1.27 0.68
H -0.77 -2.24 0.93
H 1.49 0.52 0.11
H 1.29 0.16 2.01
H -0.93 1.39 2.03
H -0.58 2.28 0.57
```

Entry 5:
Below is the ion C6H8N with charge +1, with properties calculated with ωB97M-V/def2-TZVPD.

Computed properties:
Charge: +1
Highest occupied orbital energy in eV: -13.487

Structure (XYZ):
```
15
C6H8N (ωB97M-V/def2-TZVPD)
C 1.57 1.54 -0.16
C 0.27 0.43 0.52
C 2.01 1.44 -1.34
C 0.91 1.75 1.01
C -1.04 -1.91 0.15
C -0.31 -0.64 0.34
N -2.43 -1.79 -0.06
H 2.78 2.07 -1.67
H 1.71 0.54 -1.87
H 1.31 1.63 2.08
H 0.21 2.52 0.64
H -0.52 -2.25 -0.80
H -0.79 -2.59 1.08
H -2.75 -0.98 -0.65
H -2.92 -1.75 0.74
```

Entry 6:
Below is the ion C6H8N with charge +1, with properties calculated with ωB97M-V/def2-TZVPD.

Computed properties:
Charge: +1
Highest occupied orbital energy in eV: -12.245

Structure (XYZ):
```
15
C6H8N (ωB97M-V/def2-TZVPD)
C 0.28 -1.88 -1.42
C 0.62 -0.47 0.55
C -0.52 -2.01 -2.40
C 1.19 -1.46 -0.41
C -0.24 1.62 1.96
C 0.35 0.49 1.23
N -0.91 2.42 1.00
H -0.24 -1.58 -3.40
H -1.29 -2.76 -2.57
H 1.75 -2.19 0.13
H 1.75 -1.02 -1.33
H -1.02 1.38 2.71
H 0.63 2.03 2.56
H -1.85 2.14 0.79
H -0.51 3.28 0.61
```

Entry 7:
Below is the ion C6H8N with charge +1, with properties calculated with ωB97M-V/def2-TZVPD.

Computed properties:
Charge: +1
Multiplicity: 3
Highest occupied orbital energy (spin up / spin down) in eV: -12.151 / -16.587

Structure (XYZ):
```
15
C6H8N (ωB97M-V/def2-TZVPD)
C -0.28 0.61 -1.64
C 0.56 0.80 0.84
C -0.07 2.18 0.00
C 0.30 -0.64 -1.50
C 0.52 -0.44 0.17
C -0.75 -1.06 0.92
N -0.34 1.73 -1.25
H 0.75 0.89 1.93
H -0.06 3.17 0.25
H -0.23 -1.60 -1.72
H 1.31 -0.72 -1.84
H 1.32 -1.06 0.41
H -0.77 -2.09 0.63
H -1.67 -0.69 0.71
H -0.60 -1.08 2.09
```

Entry 8:
Below is a structure of composition C6H8N2, with properties calculated with ωB97M-V/def2-TZVPD.

Computed properties:
Charge: 0
Highest occupied orbital energy in eV: -8.806

Structure (XYZ):
```
16
C6H8N2 (ωB97M-V/def2-TZVPD)
C 1.99 -0.98 -0.51
C -1.04 0.40 -0.85
C -0.96 1.60 0.30
C 0.36 0.45 0.59
C -0.47 -0.83 1.04
C -1.34 -0.83 -0.04
H 2.03 -0.58 0.67
H 2.73 -1.56 -1.09
H -1.59 0.49 -1.79
H -0.46 2.55 0.19
H -1.71 1.73 0.96
H 1.31 0.86 1.13
H -0.18 -1.73 1.69
H -2.22 -1.65 -0.09
N 1.16 -0.43 -1.29
N 0.39 0.50 -0.90
```